{
  "formula": "C7H4BrNSe3Te2W",
  "method": "wB97M-V/def2-TZVPD",
  "elements": ["W", "Se", "Te", "Te", "Se", "Br", "C", "C", "C", "C", "C", "C", "H", "H", "H", "H", "Se", "C", "N"],
  "positions_angstrom": [[0.5488, 0.2281, -2.1763], [-0.2237, 0.8298, -4.3331], [-0.4907, 3.0328, -1.9848], [1.9423, 2.5323, -1.3395], [2.4086, -0.8943, -2.6893], [-0.6668, 0.1057, 4.5886], [-0.3422, 0.1745, 2.7241], [0.9300, -0.0622, 2.2426], [1.1572, 0.0041, 0.8722], [0.1344, 0.2988, -0.0362], [-1.1417, 0.5105, 0.4956], [-1.3873, 0.4582, 1.8573], [1.7376, -0.2969, 2.9224], [2.1625, -0.1891, 0.5170], [-1.9809, 0.7061, -0.1629], [-2.3826, 0.6264, 2.2454], [-0.8438, -4.2370, -1.9022], [-0.7981, -2.5061, -1.9155], [-0.7638, -1.3217, -1.9254]],
  "e_above_lowest_kcal_mol": 6.6,
  "multiplicity": 3,
  "gap_ev": [6.405, 5.035],
  "homo_ev": [-8.26, -8.38],
  "e_lumo_ev": [-1.857, -3.346]
}

=====

{
  "formula": "C7H4Cl2OSe",
  "method": "wB97M-V/def2-TZVPD",
  "elements": ["C", "C", "C", "C", "C", "C", "C", "O", "Cl", "Cl", "Se", "H", "H", "H", "H"],
  "positions_angstrom": [[0.5343, -0.8253, -0.0633], [0.6159, 0.4046, 0.7246], [-0.4385, -1.2389, -0.8808], [0.4392, 1.6122, 0.2581], [-1.7343, -0.6267, -1.1048], [-2.5023, 0.0061, -0.2541], [0.2085, 2.7379, -0.3498], [-0.9632, 3.4140, -0.4176], [-2.4298, -0.8997, -2.7011], [1.4829, 3.6385, -1.1083], [-3.4646, 0.8866, 0.8184], [1.4003, -1.4666, 0.0531], [0.9505, 0.2688, 1.7484], [-0.2866, -2.1476, -1.4478], [-1.6909, 2.8674, -0.0894]],
  "e_above_lowest_kcal_mol": 89.4,
  "gap_ev": 7.151,
  "homo_ev": -8.50,
  "e_lumo_ev": -1.348
}

=====

We obtain energy values of -10705.32517; -3666.04648 Ha for the records listed above, in that order.